Arrangement i

96
Properties=species:S:1:pos:R:3 method="wB97M-V/def2-TZVPD" spin_multiplicity=1 gap_ev=8.306 total_charge=0
N -1.04 -1.13 1.82
C -0.56 -2.29 2.19
N 0.64 -2.55 1.87
O -1.44 -3.21 2.79
H -1.98 -0.83 2.04
H -0.43 -0.35 1.49
H 0.97 -3.46 2.13
H 1.20 -1.90 1.37
N -1.93 3.28 -0.68
C -1.99 1.98 -0.51
N -1.24 1.30 -1.29
O -2.73 1.34 0.43
H -2.66 3.81 -0.16
H -1.23 3.80 -1.17
H -1.38 0.23 -1.34
H -0.78 1.78 -2.05
N 1.87 -0.82 -0.14
C 1.71 0.08 0.78
N 0.60 0.68 0.63
O 2.48 0.25 1.88
H 2.83 -1.15 -0.26
H 1.09 -0.88 -0.81
H 0.31 1.21 1.51
H -0.08 0.93 -0.14
C -0.33 5.42 -2.95
C 0.36 4.05 -2.92
C 1.10 3.82 -1.59
O -0.39 3.09 -3.19
H 0.40 6.19 -2.71
H -1.10 5.52 -2.13
H -0.86 5.57 -3.89
H 1.09 4.09 -3.70
H 2.01 4.23 -1.44
H 1.39 2.80 -1.50
H 0.59 4.19 -0.69
H -0.90 3.30 -3.99
C 1.17 1.13 5.45
C 0.80 -0.10 4.62
C 1.83 -1.15 4.87
O -0.31 -0.65 4.88
H 2.19 1.41 5.42
H 0.89 0.98 6.46
H 0.50 1.93 5.08
H 0.85 0.20 3.60
H 2.87 -0.76 4.66
H 1.63 -2.04 4.19
H 1.78 -1.51 5.90
H -1.06 -0.05 4.55
C -1.23 4.16 3.45
C -0.64 3.39 2.34
C 0.89 3.37 2.49
O -0.95 2.18 2.33
H -2.25 4.06 3.65
H -1.10 5.27 3.28
H -0.68 3.78 4.33
H -0.96 3.75 1.38
H 1.43 2.94 1.63
H 1.16 2.91 3.47
H 1.24 4.43 2.55
H -1.92 2.00 2.16
C 1.95 -0.02 -3.59
C 0.60 -0.73 -3.54
C 0.54 -1.90 -4.46
O 0.33 -1.18 -2.40
H 2.25 0.26 -4.55
H 2.68 -0.73 -3.24
H 1.87 0.82 -2.96
H -0.10 0.09 -3.73
H 0.80 -1.63 -5.48
H -0.47 -2.29 -4.49
H 1.22 -2.57 -4.09
H -0.59 -1.48 -2.37
C -4.00 -1.46 -1.23
C -2.70 -2.16 -0.95
C -2.22 -2.95 -2.21
O -1.76 -1.34 -0.74
H -4.64 -2.25 -1.68
H -3.81 -0.57 -1.86
H -4.49 -1.03 -0.34
H -2.68 -2.86 -0.09
H -2.03 -2.29 -3.07
H -2.87 -3.82 -2.58
H -1.35 -3.43 -1.90
H -1.64 -1.17 0.23
C 1.49 -6.36 -0.95
C 1.33 -4.84 -0.64
C 1.80 -4.01 -1.84
O 0.16 -4.50 -0.24
H 1.26 -6.95 -0.10
H 2.48 -6.66 -1.19
H 0.89 -6.60 -1.82
H 2.10 -4.62 0.08
H 2.12 -2.96 -1.59
H 0.95 -3.82 -2.48
H 2.64 -4.41 -2.32
H 0.14 -3.60 -0.01

***

Arrangement ii

96
Properties=species:S:1:pos:R:3 method="wB97M-V/def2-TZVPD" spin_multiplicity=1 gap_ev=9.152 total_charge=0
N -9.16 2.64 -18.24
C -10.01 2.34 -17.29
N -10.77 1.28 -17.54
O -10.14 3.00 -16.27
H -8.69 3.54 -18.16
H -9.09 2.11 -19.09
H -11.40 1.11 -16.77
H -10.76 0.62 -18.31
N -2.82 11.69 -22.52
C -2.87 10.43 -22.35
N -3.02 10.01 -21.15
O -2.72 9.71 -23.34
H -2.64 12.23 -21.69
H -2.83 12.12 -23.44
H -3.31 10.58 -20.36
H -2.93 9.02 -20.98
N -5.54 12.15 -19.61
C -4.85 13.20 -19.34
N -4.37 13.18 -18.11
O -4.42 14.03 -20.10
H -6.14 12.19 -20.42
H -5.98 11.78 -18.78
H -3.52 13.70 -17.95
H -4.61 12.46 -17.45
C -6.63 10.17 -14.97
C -6.83 10.78 -16.33
C -7.69 12.09 -16.41
O -5.51 11.10 -16.79
H -5.80 9.46 -14.94
H -7.48 9.66 -14.52
H -6.39 10.91 -14.20
H -7.05 10.00 -17.05
H -7.49 12.48 -17.41
H -7.48 12.93 -15.76
H -8.67 11.70 -16.13
H -5.08 10.24 -16.78
C -9.30 3.38 -24.20
C -9.94 2.94 -22.77
C -9.56 3.85 -21.57
O -11.31 3.12 -23.03
H -8.33 2.90 -24.33
H -9.04 4.44 -24.22
H -9.95 3.11 -25.04
H -9.73 1.88 -22.60
H -10.14 3.59 -20.68
H -9.88 4.86 -21.82
H -8.50 3.94 -21.33
H -11.88 2.87 -22.29
C -6.81 7.10 -24.23
C -6.12 5.78 -23.94
C -4.62 5.84 -23.68
O -6.68 5.25 -22.74
H -6.64 7.78 -23.40
H -7.86 6.79 -24.30
H -6.55 7.51 -25.20
H -6.39 5.14 -24.78
H -4.29 6.61 -22.98
H -4.08 6.01 -24.61
H -4.30 4.88 -23.28
H -6.52 5.90 -22.05
C -6.09 4.14 -17.09
C -7.20 5.04 -16.52
C -6.51 6.27 -15.89
O -8.10 5.46 -17.56
H -6.60 3.35 -17.64
H -5.42 3.85 -16.29
H -5.43 4.66 -17.79
H -7.74 4.50 -15.74
H -7.25 6.88 -15.36
H -6.02 6.92 -16.61
H -5.80 6.00 -15.11
H -8.84 5.82 -17.05
C -10.13 10.64 -23.45
C -9.93 12.09 -23.79
C -10.32 12.32 -25.19
O -10.74 12.95 -23.03
H -9.33 10.05 -23.89
H -11.09 10.24 -23.78
H -10.27 10.47 -22.39
H -8.85 12.11 -23.66
H -11.38 12.18 -25.38
H -9.75 11.68 -25.87
H -10.02 13.34 -25.47
H -10.43 13.77 -23.42
C -6.72 8.98 -20.32
C -7.64 7.92 -19.64
C -9.07 7.98 -20.20
O -7.15 6.64 -19.94
H -6.54 8.81 -21.38
H -5.75 9.23 -19.88
H -7.15 9.97 -20.18
H -7.71 8.12 -18.58
H -9.36 9.03 -20.16
H -9.73 7.41 -19.56
H -9.21 7.69 -21.24
H -7.54 6.02 -19.31

***

Which of them is the most stable, and which is the least stable? arrangement ii and arrangement i, in that order.

***

Arrangement i

12
Properties=species:S:1:pos:R:3 method="wB97M-V/def2-TZVPD" spin_multiplicity=1 gap_ev=9.304 total_charge=0
C -2.14 -0.74 -0.13
O -0.65 -0.61 0.11
N -0.48 0.77 -0.20
C 0.73 1.24 -0.01
N 2.09 0.69 0.00
S 2.35 -1.04 -0.20
H -2.41 -1.72 0.29
H -2.35 -0.85 -1.19
H -2.51 0.11 0.39
H 0.67 2.32 -0.30
H 2.70 1.42 0.17
H 1.99 -1.60 1.07

***

Arrangement ii

12
Properties=species:S:1:pos:R:3 method="wB97M-V/def2-TZVPD" spin_multiplicity=1 gap_ev=9.458 total_charge=0
C 3.19 -0.39 0.02
O 1.76 -0.44 0.05
N 1.23 0.89 0.05
C -0.04 0.80 -0.08
N -0.93 -0.21 -0.21
S -2.62 -0.21 -0.01
H 3.62 -1.34 -0.25
H 3.49 -0.04 1.00
H 3.47 0.39 -0.69
H -0.54 1.77 -0.05
H -0.48 -1.12 -0.12
H -2.73 -0.04 1.30

***

Which of them is the most stable, and which is the least stable? arrangement ii and arrangement i, in that order.

***

Arrangement i

12
Properties=species:S:1:pos:R:3 method="wB97M-V/def2-TZVPD" spin_multiplicity=1 gap_ev=8.887 total_charge=0
N 0.20 1.36 0.32
C 0.60 0.01 0.76
C -0.40 -0.96 0.21
S -1.29 -2.01 1.18
N -0.58 -0.91 -1.12
O 0.17 -0.12 -1.90
H -0.65 1.65 0.76
H 0.91 2.03 0.61
H 0.62 -0.08 1.84
H 1.60 -0.23 0.39
H -1.25 -1.50 -1.62
H 0.09 0.75 -1.44

***

Arrangement ii

12
Properties=species:S:1:pos:R:3 method="wB97M-V/def2-TZVPD" spin_multiplicity=1 gap_ev=8.421 total_charge=0
C 1.05 0.60 0.39
C -0.40 -0.13 -0.09
H 1.48 -1.72 0.30
H 2.40 -0.12 -1.19
H 1.40 1.65 -0.26
H 0.95 0.88 1.51
H -1.43 1.67 -0.20
H -2.64 -1.50 -0.22
N 2.01 -0.48 0.13
N -1.42 0.71 -0.47
O -0.36 -1.35 -0.11
S -3.05 -0.22 0.21

***

Arrangement iii

12
Properties=species:S:1:pos:R:3 method="wB97M-V/def2-TZVPD" spin_multiplicity=1 gap_ev=10.288 total_charge=0
C 0.51 1.62 -0.08
N 0.35 0.19 -0.18
S 1.75 -0.77 -0.12
C -0.94 -0.36 -0.09
N -1.03 -1.72 -0.03
O -1.91 0.37 -0.02
H 0.79 1.92 0.95
H -0.44 2.08 -0.31
H 1.28 1.95 -0.76
H 1.90 -0.88 1.19
H -0.28 -2.34 -0.37
H -1.99 -2.06 -0.17

***

Arrangement iv

12
Properties=species:S:1:pos:R:3 method="wB97M-V/def2-TZVPD" spin_multiplicity=1 gap_ev=10.130 total_charge=0
S 2.45 0.21 -0.03
C 0.74 -0.03 0.73
C -0.33 0.73 -0.19
N -1.58 0.52 0.49
N -2.23 -0.72 0.18
O -2.68 0.44 -0.43
H 2.53 1.21 -0.85
H 0.78 0.25 1.85
H 0.56 -1.12 0.78
H -0.46 0.27 -1.18
H -0.28 1.78 -0.26
H -2.70 -1.19 0.99

***

Which of them is the most stable, and which is the least stable? arrangement iii and arrangement iv, in that order.

***

Arrangement i

81
Properties=species:S:1:pos:R:3 method="wB97M-V/def2-TZVPD" spin_multiplicity=1 gap_ev=6.041 total_charge=+2
Mg -0.30 0.22 0.38
F 2.14 -2.08 1.82
C 3.42 -2.36 2.14
C 3.72 -3.59 2.57
F 2.77 -4.49 2.66
C 5.08 -3.96 2.96
C 6.05 -2.88 2.83
C 5.73 -1.64 2.40
F 6.66 -0.71 2.31
C 4.38 -1.29 2.01
C 4.05 -0.04 1.55
C 2.75 0.29 1.06
N 1.74 0.57 0.58
C 4.94 1.08 1.46
N 5.53 2.06 1.37
F 7.30 -3.12 3.14
C 5.41 -5.20 3.40
C 4.46 -6.27 3.52
N 3.70 -7.13 3.64
C 6.74 -5.59 3.79
N 7.77 -5.95 4.14
C -3.46 -4.22 0.11
N -2.44 -3.20 0.28
C -2.59 -1.92 -0.07
N -3.75 -1.52 -0.60
O -1.65 -1.09 0.10
H -3.06 -5.17 0.46
H -3.73 -4.34 -0.94
H -4.35 -3.99 0.71
H -1.55 -3.44 0.68
H -4.51 -2.15 -0.77
H -3.84 -0.56 -0.90
C -2.85 0.83 2.89
P -1.04 0.95 2.75
C -0.42 -0.03 4.15
C -0.67 2.67 3.22
H -3.19 1.22 3.85
H -3.16 -0.22 2.81
H -3.33 1.39 2.09
H -0.90 0.29 5.08
H 0.65 0.10 4.26
H -0.63 -1.09 4.00
H -1.09 2.89 4.20
H -1.10 3.36 2.49
H 0.41 2.82 3.26
N 3.05 -2.95 -4.48
C 2.35 -2.16 -4.02
C 1.46 -1.19 -3.43
C 1.97 0.02 -2.98
C 1.11 0.93 -2.39
C -0.25 0.64 -2.21
C -0.74 -0.57 -2.72
C 0.11 -1.49 -3.32
H 3.02 0.25 -3.11
H 1.51 1.89 -2.06
H -1.79 -0.80 -2.65
H -0.27 -2.42 -3.71
Ge -1.48 2.08 -1.62
C -3.24 1.73 -2.29
C -4.33 1.70 -1.41
C -5.61 1.43 -1.88
C -5.81 1.18 -3.23
C -4.74 1.21 -4.11
C -3.46 1.48 -3.65
C -0.60 3.75 -1.91
C -0.26 4.58 -0.84
C 0.40 5.78 -1.06
C 0.72 6.16 -2.35
C 0.39 5.35 -3.43
C -0.26 4.15 -3.21
H -1.59 1.90 -0.05
H -4.19 1.93 -0.36
H -6.44 1.43 -1.19
H -6.81 0.98 -3.59
H -4.91 1.03 -5.16
H -2.64 1.49 -4.36
H -0.52 4.30 0.17
H 0.65 6.42 -0.23
H 1.23 7.10 -2.53
H 0.64 5.65 -4.44
H -0.51 3.52 -4.06

***

Arrangement ii

81
Properties=species:S:1:pos:R:3 method="wB97M-V/def2-TZVPD" spin_multiplicity=1 gap_ev=6.055 total_charge=+2
Mg 0.25 0.44 -2.32
F -1.01 2.88 1.30
C -0.37 2.97 2.48
C -1.07 3.32 3.57
F -2.35 3.57 3.46
C -0.44 3.43 4.88
C 0.99 3.16 4.89
C 1.66 2.78 3.79
F 2.96 2.52 3.87
C 1.02 2.64 2.51
C 1.71 2.21 1.40
C 1.13 2.05 0.12
N 0.75 1.96 -0.97
C 3.04 1.68 1.39
N 4.06 1.18 1.18
F 1.64 3.26 6.03
C -1.14 3.72 6.01
C -2.56 3.92 6.02
N -3.69 4.10 6.05
C -0.55 3.82 7.31
N -0.15 3.91 8.38
C 4.17 -3.43 -2.53
N 3.00 -2.59 -2.75
C 2.77 -1.43 -2.13
N 3.68 -0.97 -1.27
O 1.70 -0.80 -2.37
H 4.08 -4.31 -3.16
H 4.24 -3.76 -1.49
H 5.08 -2.91 -2.82
H 2.28 -2.90 -3.38
H 4.54 -1.46 -1.09
H 3.53 -0.11 -0.78
C -0.70 0.42 -5.97
P -0.21 1.50 -4.60
C -1.42 2.86 -4.63
C 1.34 2.27 -5.17
H -0.73 0.99 -6.90
H -1.70 0.01 -5.79
H 0.01 -0.40 -6.08
H -1.38 3.36 -5.60
H -1.19 3.59 -3.85
H -2.43 2.48 -4.48
H 1.18 2.75 -6.13
H 2.11 1.51 -5.27
H 1.67 3.02 -4.45
N -4.48 0.37 -5.03
C -3.87 0.12 -4.09
C -3.03 -0.19 -2.97
C -2.90 0.72 -1.92
C -2.04 0.44 -0.87
C -1.30 -0.75 -0.83
C -1.45 -1.65 -1.90
C -2.30 -1.38 -2.96
H -3.48 1.64 -1.94
H -1.96 1.16 -0.06
H -0.90 -2.58 -1.88
H -2.42 -2.09 -3.77
Ge -0.14 -1.25 0.72
C 0.08 -3.16 0.64
C 1.36 -3.70 0.47
C 1.54 -5.08 0.41
C 0.44 -5.92 0.51
C -0.83 -5.40 0.67
C -1.01 -4.02 0.74
C -0.87 -0.52 2.36
C -0.01 -0.43 3.46
C -0.49 -0.04 4.70
C -1.83 0.29 4.86
C -2.69 0.22 3.77
C -2.21 -0.19 2.53
H 1.25 -0.62 0.50
H 2.22 -3.05 0.42
H 2.53 -5.49 0.30
H 0.58 -7.00 0.47
H -1.68 -6.06 0.76
H -2.01 -3.63 0.88
H 1.04 -0.70 3.36
H 0.18 -0.02 5.56
H -2.21 0.57 5.83
H -3.74 0.47 3.90
H -2.91 -0.27 1.71

***

Which of them is the most stable, and which is the least stable? arrangement ii and arrangement i, in that order.

***

Arrangement i

22
Properties=species:S:1:pos:R:3 method="wB97M-V/def2-TZVPD" spin_multiplicity=1 gap_ev=9.186 total_charge=+1
C 3.12 0.79 1.16
C 2.56 1.68 0.26
C 2.29 -0.20 1.69
C 1.21 1.71 -0.08
C 0.94 -0.28 1.38
C 0.47 0.62 0.46
C -1.44 0.55 -1.20
N -1.52 -1.87 -1.31
N -1.00 0.54 0.01
N -1.69 0.05 1.05
H 4.13 0.73 1.48
H 3.24 2.52 0.18
H 2.69 -0.94 2.37
H 1.06 2.40 -0.92
H 0.15 -0.93 1.80
H -2.50 0.70 -1.44
H -0.84 1.00 -1.99
H -0.77 -2.01 -2.03
H -2.40 -2.33 -1.63
H -2.62 -0.28 0.82
H -1.61 0.49 1.96
H -1.19 -2.13 -0.40

***

Arrangement ii

22
Properties=species:S:1:pos:R:3 method="wB97M-V/def2-TZVPD" spin_multiplicity=1 gap_ev=7.586 total_charge=+1
C 1.28 1.32 2.08
C 1.47 0.89 0.83
C -0.14 1.27 2.58
C -1.11 0.67 1.92
C 0.44 0.34 -0.05
C -1.09 -1.50 0.63
C 0.24 -0.67 -3.50
N -0.91 0.05 0.53
N -0.12 -0.60 -1.99
N 0.68 -0.03 -1.28
H 1.93 1.84 2.63
H 2.33 1.26 0.34
H -0.47 1.66 3.56
H -2.14 0.36 2.34
H -1.81 -1.55 1.44
H -1.40 -1.81 -0.37
H -0.24 -1.87 1.14
H -0.57 -1.09 -4.06
H 0.56 0.36 -3.77
H 1.21 -1.31 -3.55
H -1.81 0.12 0.14
H 1.66 0.30 -1.57

***

Which of them is the most stable, and which is the least stable? arrangement i and arrangement ii, in that order.